[1]
The following is a DFT calculation (the ωB97M-V functional and the def2-TZVPD basis) of a molecular structure, C4H4N2OS in a non-equilibrium geometry.

Atoms and positions in Å:
1 C -1.76 1.04 0.93
2 C -0.63 1.19 0.11
3 C 1.44 -1.62 -0.79
4 C 0.33 -1.09 -0.02
5 H -1.91 2.39 1.35
6 H -2.39 0.06 1.25
7 H 0.32 2.60 0.20
8 H 2.09 -2.45 -0.72
9 N 0.07 0.12 -0.48
10 N 1.83 -0.76 -1.58
11 O 0.89 0.29 -1.65
12 S -0.27 -1.75 1.41

Results
E, Ha: -737.44807
Gap between HOMO and LUMO, eV: 7.946
Net charge: 0
2S+1: 1
HOMO level, eV: -8.62

Taken from the natural (NBO) analysis, the atomic charges in e are: atom 1 (C): -0.43, atom 2 (C): -0.03, atom 3 (C): -0.02, atom 4 (C): 0.04, atom 5 (H): 0.25, atom 6 (H): 0.30, atom 7 (H): 0.21, atom 8 (H): 0.25, atom 9 (N): -0.18, atom 10 (N): -0.03, atom 11 (O): -0.17, atom 12 (S): -0.16


[2]
The following is a DFT calculation (the ωB97M-V functional and the def2-TZVPD basis) of 14 unconnected molecules or ions with the total composition C28H84N2O14 in a non-equilibrium geometry.

Atoms and positions in Å:
1 C 4.38 10.41 -6.28
2 O 5.49 10.18 -6.99
3 H 4.47 10.09 -5.28
4 H 3.61 9.80 -6.80
5 H 4.04 11.44 -6.37
6 H 5.62 9.27 -6.80
7 C 1.64 11.88 -13.41
8 O 1.40 13.24 -13.32
9 H 1.07 11.42 -12.60
10 H 2.65 11.61 -13.38
11 H 1.16 11.63 -14.34
12 H 1.91 13.55 -12.53
13 C -2.81 10.19 -11.56
14 O -3.02 10.94 -10.50
15 H -3.19 10.80 -12.41
16 H -3.45 9.36 -11.41
17 H -1.75 10.02 -11.53
18 H -2.51 11.75 -10.58
19 C 6.36 7.78 -8.46
20 O 6.20 7.58 -7.05
21 H 6.60 8.76 -8.79
22 H 5.42 7.63 -8.87
23 H 7.09 7.16 -9.06
24 H 7.11 7.41 -6.68
25 C 0.31 8.45 -13.01
26 O 1.46 8.91 -12.42
27 H -0.64 8.53 -12.43
28 H 0.38 7.44 -13.30
29 H 0.11 9.06 -13.83
30 H 1.24 8.70 -11.51
31 C -1.10 13.37 -11.70
32 O -2.13 13.50 -10.75
33 H -0.31 12.87 -11.18
34 H -0.81 14.34 -12.10
35 H -1.58 12.73 -12.56
36 H -1.73 13.48 -9.88
37 C -2.48 14.04 -7.40
38 O -1.61 13.12 -8.05
39 N -3.65 14.38 -7.89
40 N -2.23 14.48 -6.23
41 H -3.91 14.21 -8.92
42 H -4.36 14.94 -7.39
43 H -1.27 14.36 -5.93
44 H -2.68 15.30 -5.80
45 C 5.25 8.04 -11.56
46 C 5.85 9.06 -12.50
47 C 5.01 10.21 -12.83
48 O 6.90 9.51 -12.05
49 H 5.95 7.32 -11.18
50 H 4.53 7.51 -12.20
51 H 4.68 8.54 -10.75
52 H 5.99 8.51 -13.47
53 H 5.48 10.87 -13.56
54 H 4.82 10.83 -12.02
55 H 4.07 9.83 -13.16
56 H 6.59 10.12 -11.37
57 C 3.99 13.51 -11.41
58 C 2.98 12.79 -10.52
59 C 3.74 12.39 -9.20
60 O 1.94 13.41 -10.28
61 H 4.94 13.11 -11.43
62 H 4.01 14.53 -11.03
63 H 3.68 13.58 -12.44
64 H 2.62 11.92 -11.12
65 H 4.35 13.25 -8.91
66 H 4.43 11.66 -9.49
67 H 3.04 11.99 -8.45
68 H 1.73 13.13 -9.38
69 C -2.71 8.34 -8.15
70 C -2.26 7.06 -8.80
71 C -2.46 6.94 -10.30
72 O -1.10 6.56 -8.62
73 H -2.17 9.19 -8.55
74 H -2.66 8.30 -7.07
75 H -3.67 8.70 -8.55
76 H -2.76 6.21 -8.32
77 H -2.17 5.99 -10.46
78 H -1.88 7.63 -10.86
79 H -3.45 7.20 -10.65
80 H -1.22 5.63 -8.35
81 C 2.30 6.91 -6.80
82 C 2.28 7.35 -5.35
83 C 3.59 7.15 -4.67
84 O 2.00 8.57 -5.29
85 H 2.42 5.84 -6.86
86 H 3.08 7.43 -7.35
87 H 1.28 7.06 -7.32
88 H 1.52 6.78 -4.84
89 H 3.72 7.60 -3.73
90 H 4.26 7.70 -5.34
91 H 4.00 6.14 -4.68
92 H 1.33 8.62 -6.00
93 C -1.59 10.95 -5.18
94 C -0.68 10.44 -6.28
95 C 0.57 11.29 -6.22
96 O -0.36 9.20 -6.27
97 H -2.50 10.39 -5.12
98 H -1.78 12.01 -5.39
99 H -1.14 10.92 -4.20
100 H -1.23 10.68 -7.15
101 H 0.41 12.32 -6.58
102 H 1.35 10.91 -6.87
103 H 0.99 11.25 -5.24
104 H -0.88 8.72 -6.94
105 C 2.44 9.30 -9.39
106 C 0.91 9.28 -9.34
107 C 0.32 10.58 -9.75
108 O 0.34 8.37 -9.93
109 H 2.72 9.74 -8.48
110 H 2.75 9.85 -10.30
111 H 2.85 8.25 -9.36
112 H 0.74 9.13 -8.28
113 H 0.27 10.59 -10.78
114 H 0.93 11.43 -9.39
115 H -0.64 10.81 -9.25
116 H -0.49 8.24 -9.54
117 C 1.98 4.30 -9.07
118 C 1.57 5.52 -9.87
119 C 2.74 5.84 -10.84
120 O 0.55 5.26 -10.55
121 H 2.38 3.50 -9.55
122 H 1.19 3.90 -8.37
123 H 2.75 4.58 -8.36
124 H 1.32 6.30 -9.16
125 H 3.69 5.97 -10.32
126 H 2.54 6.81 -11.31
127 H 2.94 5.03 -11.56
128 H -0.09 5.62 -9.95

Results
E, Ha: -2279.56627
Gap between HOMO and LUMO, eV: 9.085
Net charge: 0
2S+1: 1
HOMO level, eV: -8.98

Atom charges from the Löwdin analysis, given in e for atoms 1 to 99: atom 1 (C): -0.21, atom 2 (O): -0.09, atom 3 (H): 0.08, atom 4 (H): 0.06, atom 5 (H): 0.08, atom 6 (H): 0.00, atom 7 (C): -0.17, atom 8 (O): -0.13, atom 9 (H): 0.06, atom 10 (H): 0.04, atom 11 (H): 0.10, atom 12 (H): 0.05, atom 13 (C): -0.22, atom 14 (O): -0.12, atom 15 (H): 0.11, atom 16 (H): 0.06, atom 17 (H): 0.05, atom 18 (H): 0.02, atom 19 (C): -0.15, atom 20 (O): -0.12, atom 21 (H): 0.07, atom 22 (H): 0.02, atom 23 (H): 0.11, atom 24 (H): 0.12, atom 25 (C): -0.16, atom 26 (O): -0.10, atom 27 (H): 0.07, atom 28 (H): 0.07, atom 29 (H): 0.06, atom 30 (H): 0.02, atom 31 (C): -0.14, atom 32 (O): -0.16, atom 33 (H): 0.05, atom 34 (H): 0.08, atom 35 (H): 0.12, atom 36 (H): 0.01, atom 37 (C): -0.57, atom 38 (O): -0.13, atom 39 (N): 0.16, atom 40 (N): 0.17, atom 41 (H): 0.16, atom 42 (H): 0.13, atom 43 (H): 0.13, atom 44 (H): 0.13, atom 45 (C): -0.03, atom 46 (C): -0.69, atom 47 (C): -0.05, atom 48 (O): 0.05, atom 49 (H): 0.08, atom 50 (H): 0.08, atom 51 (H): 0.07, atom 52 (H): 0.16, atom 53 (H): 0.11, atom 54 (H): 0.04, atom 55 (H): 0.08, atom 56 (H): 0.12, atom 57 (C): -0.02, atom 58 (C): -0.65, atom 59 (C): 0.00, atom 60 (O): 0.02, atom 61 (H): 0.05, atom 62 (H): 0.10, atom 63 (H): 0.07, atom 64 (H): 0.11, atom 65 (H): 0.10, atom 66 (H): 0.06, atom 67 (H): 0.07, atom 68 (H): 0.10, atom 69 (C): 0.00, atom 70 (C): -0.56, atom 71 (C): 0.01, atom 72 (O): -0.04, atom 73 (H): 0.07, atom 74 (H): 0.09, atom 75 (H): 0.12, atom 76 (H): 0.15, atom 77 (H): 0.05, atom 78 (H): 0.05, atom 79 (H): 0.10, atom 80 (H): 0.15, atom 81 (C): -0.01, atom 82 (C): -0.66, atom 83 (C): -0.02, atom 84 (O): 0.00, atom 85 (H): 0.07, atom 86 (H): 0.08, atom 87 (H): 0.10, atom 88 (H): 0.13, atom 89 (H): 0.07, atom 90 (H): 0.06, atom 91 (H): 0.09, atom 92 (H): 0.07, atom 93 (C): -0.02, atom 94 (C): -0.59, atom 95 (C): -0.03, atom 96 (O): -0.02, atom 97 (H): 0.07, atom 98 (H): 0.06, atom 99 (H): 0.08


[3]
The following is a DFT calculation (the ωB97M-V functional and the def2-TZVPD basis) of a molecular structure, C21H22F6NO6PdS5Si.

Atoms and positions in Å:
1 Pd 1.62 0.02 0.83
2 C 5.28 -2.79 2.39
3 O 5.00 -1.45 2.01
4 C 3.80 -0.94 2.32
5 S 2.69 -1.74 3.24
6 S 3.61 0.68 1.66
7 H 6.27 -3.00 1.99
8 H 4.54 -3.46 1.97
9 H 5.27 -2.90 3.48
10 O -0.33 -0.72 0.31
11 S -1.61 0.06 0.25
12 C -2.86 -1.20 0.47
13 C -2.49 -2.53 0.50
14 C -3.48 -3.49 0.68
15 C -4.81 -3.11 0.82
16 C -5.16 -1.76 0.79
17 C -4.18 -0.80 0.61
18 C -1.87 0.39 -1.49
19 C -2.30 1.65 -1.85
20 C -2.47 1.93 -3.20
21 C -2.19 0.96 -4.15
22 C -1.74 -0.30 -3.76
23 C -1.58 -0.60 -2.42
24 H -1.45 -2.81 0.39
25 H -3.21 -4.53 0.71
26 H -5.57 -3.86 0.96
27 H -6.19 -1.47 0.90
28 H -4.44 0.25 0.59
29 H -2.47 2.41 -1.09
30 H -2.79 2.92 -3.51
31 H -2.31 1.19 -5.20
32 H -1.50 -1.04 -4.51
33 H -1.20 -1.56 -2.11
34 C -0.58 4.46 4.08
35 Si -0.33 4.34 2.23
36 C 0.77 5.74 1.66
37 C -2.00 4.50 1.39
38 C 0.41 2.75 1.78
39 C 0.91 1.68 1.48
40 H -1.00 5.43 4.36
41 H 0.36 4.33 4.61
42 H -1.26 3.68 4.43
43 H 0.38 6.71 1.96
44 H 0.88 5.72 0.57
45 H 1.77 5.62 2.09
46 H -2.54 5.40 1.70
47 H -2.63 3.63 1.62
48 H -1.88 4.53 0.30
49 F 4.49 -1.54 -2.78
50 C 3.70 -0.48 -2.61
51 F 4.16 0.25 -1.60
52 F 3.75 0.26 -3.73
53 S 1.95 -1.00 -2.35
54 O 1.25 0.24 -2.15
55 O 1.63 -1.81 -3.49
56 N 2.11 -1.82 -0.98
57 S 1.44 -3.24 -0.76
58 O 1.67 -3.63 0.60
59 O 0.12 -3.37 -1.32
60 C 2.46 -4.45 -1.75
61 F 2.44 -5.64 -1.12
62 F 3.73 -4.06 -1.84
63 F 1.98 -4.62 -2.97

Results
E, Ha: -4327.17174
Gap between HOMO and LUMO, eV: 7.405
Net charge: -1
2S+1: 1
HOMO level, eV: -5.06

Taken from the natural (NBO) analysis, the atomic charges in e are: atom 1 (Pd): 0.69, atom 2 (C): -0.27, atom 3 (O): -0.51, atom 4 (C): 0.01, atom 5 (S): -0.15, atom 6 (S): -0.07, atom 7 (H): 0.18, atom 8 (H): 0.21, atom 9 (H): 0.19, atom 10 (O): -0.99, atom 11 (S): 1.29, atom 12 (C): -0.17, atom 13 (C): -0.22, atom 14 (C): -0.20, atom 15 (C): -0.21, atom 16 (C): -0.20, atom 17 (C): -0.24, atom 18 (C): -0.18, atom 19 (C): -0.22, atom 20 (C): -0.22, atom 21 (C): -0.20, atom 22 (C): -0.19, atom 23 (C): -0.21, atom 24 (H): 0.27, atom 25 (H): 0.22, atom 26 (H): 0.21, atom 27 (H): 0.21, atom 28 (H): 0.22, atom 29 (H): 0.22, atom 30 (H): 0.21, atom 31 (H): 0.21, atom 32 (H): 0.22, atom 33 (H): 0.26, atom 34 (C): -1.10, atom 35 (Si): 1.61, atom 36 (C): -1.10, atom 37 (C): -1.10, atom 38 (C): -0.72, atom 39 (C): -0.12, atom 40 (H): 0.22, atom 41 (H): 0.24, atom 42 (H): 0.24, atom 43 (H): 0.22, atom 44 (H): 0.24, atom 45 (H): 0.24, atom 46 (H): 0.22, atom 47 (H): 0.23, atom 48 (H): 0.23, atom 49 (F): -0.32, atom 50 (C): 0.72, atom 51 (F): -0.30, atom 52 (F): -0.32, atom 53 (S): 2.26, atom 54 (O): -0.93, atom 55 (O): -0.94, atom 56 (N): -1.27, atom 57 (S): 2.26, atom 58 (O): -0.92, atom 59 (O): -0.95, atom 60 (C): 0.72, atom 61 (F): -0.32, atom 62 (F): -0.32, atom 63 (F): -0.31


Which of these has the lowest gap between HOMO and LUMO?
C21H22F6NO6PdS5Si


What is the E in the third record?
-4327.17174 Ha